Density functional theory data (ωB97M-V/def2-TZVPD) for C43H71NO3P2S3ScSi as an isolated structure.

Its HOMO-LUMO gap is 8.271 eV. The energy above the lowest of the compared OMol25 structures with the same formula, charge and spin comes out at 1.2020 eV. The value obtained for the total energy is -4888.3467 Ha. For the HOMO energy, the calculation gives -0.5835 Eh. The charge is +3.

Last column: Mulliken charge in e.
Element x y z (Å)
H: 14.158 6.085 18.630  0.58
C: 6.004 0.265 15.728  0.53
C: 6.429 7.340 22.314  -0.97
O: 8.878 4.404 15.388  -0.30
H: 9.062 1.469 15.260  -0.77
C: 10.842 8.311 17.986  -1.01
H: 7.049 0.487 15.760  -0.79
C: 10.903 4.869 20.882  0.87
H: 8.088 3.600 22.278  0.33
C: 10.880 9.117 16.700  -1.23
O: 8.586 1.417 18.221  -0.21
S: 6.045 4.912 16.147  0.45
C: 7.359 6.483 21.458  -0.41
H: 14.726 6.987 16.318  0.52
C: 8.105 8.680 20.643  -0.34
C: 5.450 0.422 17.169  -1.08
C: 8.590 7.552 16.933  0.04
C: 12.428 6.883 22.040  -1.05
C: 14.065 5.465 17.739  -1.63
C: 9.108 7.893 15.501  -0.81
H: 9.564 1.943 12.841  0.63
H: 12.412 -0.343 14.938  0.69
H: 11.919 -0.409 21.809  0.52
H: 10.130 9.913 16.745  0.55
C: 12.640 5.550 22.378  -0.90
H: 10.367 1.534 21.916  0.41
H: 8.353 5.174 15.062  0.00
H: 8.479 1.913 21.618  0.62
H: 6.334 9.642 19.909  0.28
C: 6.232 2.718 14.368  0.60
H: 8.263 6.101 22.002  0.07
H: 10.274 6.348 17.398  -0.51
C: 12.884 4.502 17.978  0.35
H: 12.035 3.534 22.077  0.54
H: 8.730 8.646 21.537  0.39
C: 12.307 4.584 15.598  0.53
C: 9.778 7.183 17.838  1.99
H: 10.798 8.791 14.557  0.58
H: 13.056 7.053 16.731  -0.62
H: 15.037 4.920 17.655  0.38
C: 12.415 0.724 18.718  -0.63
C: 11.456 7.229 21.112  -1.24
C: 12.486 -0.082 19.833  -1.01
C: 8.327 2.992 21.381  -1.45
H: 7.857 6.757 16.893  -0.84
H: 5.052 8.048 20.793  0.33
C: 13.846 6.364 16.514  0.28
C: 6.757 9.350 20.871  -0.88
C: 13.531 5.495 15.293  -1.39
C: 11.783 0.219 20.974  -1.35
P: 9.273 6.428 19.416  -1.23
Sc: 8.299 3.369 17.313  -0.97
Si: 9.743 3.610 20.335  1.02
H: 6.899 10.270 21.423  0.48
H: 11.506 0.474 12.627  0.45
C: 12.484 0.715 15.214  -1.38
H: 9.797 0.129 14.550  0.86
H: 7.918 0.680 18.228  0.03
H: 14.386 4.857 15.107  0.49
H: 11.462 5.225 15.859  -1.23
H: 11.859 2.149 12.055  0.45
H: 3.538 2.847 18.038  0.71
H: 13.140 -0.923 19.817  0.55
H: 9.338 1.206 18.805  -0.04
H: 6.705 2.777 13.365  0.50
H: 8.530 8.744 15.064  0.44
C: 10.584 8.290 15.516  0.10
H: 10.524 3.041 13.834  -0.07
C: 12.545 3.705 16.783  0.83
H: 11.828 9.703 16.653  0.43
C: 5.499 4.029 14.635  -1.16
H: 8.058 8.422 17.286  0.64
C: 7.875 7.193 20.181  1.19
C: 10.685 6.207 20.545  0.24
C: 11.449 1.767 18.677  -0.09
H: 13.721 0.992 13.436  0.55
H: 4.343 0.244 17.142  0.48
H: 11.212 7.429 15.499  -0.50
C: 11.106 1.116 15.849  -0.29
H: 7.477 3.001 20.747  0.24
H: 5.660 6.684 22.788  0.41
H: 3.873 5.149 16.947  0.69
H: 12.021 5.164 18.301  -0.69
H: 7.092 7.091 19.374  0.53
C: 10.949 1.330 21.010  -0.55
C: 5.757 8.441 21.523  -0.80
H: 8.884 7.069 14.819  0.31
C: 4.679 4.516 17.293  -1.14
H: 13.161 2.499 14.128  -0.26
H: 12.988 7.644 22.536  0.56
C: 11.663 1.491 12.934  -1.29
H: 6.937 5.539 21.126  -0.06
H: 13.140 3.915 18.860  0.52
H: 13.387 3.049 16.564  0.83
H: 6.984 7.696 23.150  0.50
H: 9.726 4.344 14.916  -0.11
H: 13.379 6.091 14.389  0.48
C: 4.324 3.024 17.353  -0.84
H: 13.070 0.543 17.851  0.27
H: 11.191 8.261 20.943  0.50
C: 12.850 1.487 13.903  -0.14
P: 11.068 2.595 17.082  1.39
H: 5.188 9.010 22.238  0.47
H: 8.613 9.264 19.833  0.06
N: 8.954 4.718 19.143  0.48
O: 7.629 4.500 18.667  1.39
H: 10.845 0.278 16.488  0.94
H: 5.919 -0.808 15.489  0.51
H: 5.890 -0.312 17.813  0.58
C: 10.015 1.165 14.799  0.30
H: 5.621 4.682 13.751  0.51
H: 10.540 8.973 18.768  0.49
C: 10.774 2.108 19.866  0.63
H: 11.825 7.901 18.242  0.31
S: 5.766 2.073 17.954  0.41
H: 5.003 4.871 18.267  0.25
H: 13.351 5.262 23.141  0.52
H: 4.064 2.623 16.343  0.26
C: 11.903 4.557 21.791  -0.83
H: 12.113 4.039 14.704  -0.17
C: 10.335 1.986 13.573  -0.20
H: 6.995 2.537 15.153  -1.05
H: 4.408 3.953 14.783  0.63
S: 5.242 1.223 14.408  -0.09
H: 13.296 0.794 15.969  0.13